DFT (ωB97M-V/def2-TZVPD) results for a cluster of 25 separate species, C9H66NO25 in total.

Bonds (Å) are listed after each position.
Element x y z (Å)
1 O 15.8457 -24.8507 13.6495  H28 0.957, H52 0.957
2 H 18.4520 -24.2681 15.1367  O80 0.957
3 C 18.2439 -18.6014 10.1066  H32 1.090, C40 1.587, H68 1.090, H72 1.090
4 O 17.4964 -14.9872 10.3440  H6 0.957, H83 0.957
5 H 15.6333 -20.4362 13.4540  C69 1.090
6 H 17.5711 -14.8539 11.2889  O4 0.957
7 H 14.7157 -21.5762 7.5881  O88 0.957
8 H 16.9636 -26.3158 11.4583  O82 0.957
9 C 16.2244 -21.0172 11.4189  N63 1.504, C69 1.578, C81 1.477, C91 1.537
10 O 22.9449 -22.1317 11.7735  H24 0.957, H36 0.957
11 O 14.1654 -17.0000 9.6158  H87 0.957, H101 0.957
12 H 15.6343 -25.3082 8.8373  O75 0.957
13 H 22.7507 -20.4950 8.7300  O92 0.957
14 H 20.0593 -21.4784 10.7404  C29 1.090
15 O 17.5418 -21.7119 9.3893  N63 1.474
16 H 16.0975 -22.0089 8.0298  O88 0.957
17 H 20.4268 -23.0143 9.5729  O41 0.957
18 H 15.3821 -19.8786 9.8651  C81 1.090
19 O 17.6847 -23.3304 6.5415  H26 0.957, H85 0.957
20 O 15.5412 -16.4014 13.4840  H31 0.957, H94 0.957
21 O 22.1266 -17.1629 12.0531  H38 0.957, H39 0.957
22 H 18.4397 -23.1175 10.4731  O86 0.957
23 H 13.9058 -18.1063 13.0162  O95 0.957
24 H 22.9865 -22.7270 12.5219  O10 0.957
25 H 18.3924 -20.9850 7.6622  O56 0.957
26 H 16.9983 -23.2471 7.2035  O19 0.957
27 H 18.4555 -16.8649 13.9473  O65 0.957
28 H 15.0493 -24.6599 13.1538  O1 0.957
29 C 19.9541 -20.4432 10.4157  H14 1.090, C40 1.506, H57 1.090, H89 1.090
30 H 18.7648 -16.3268 7.4245  O64 0.957
31 H 16.2213 -15.9990 12.9439  O20 0.957
32 H 19.0667 -17.9191 10.3200  C3 1.090
33 H 15.4055 -22.8089 14.5981  O74 0.957
34 H 17.3055 -23.8911 14.2228  O80 0.957
35 O 14.0453 -20.0683 7.3110  H51 0.957, H70 0.957
36 H 22.4823 -21.3618 12.1046  O10 0.957
37 H 13.8990 -23.1458 8.7287  O44 0.957
38 H 21.7600 -18.0463 12.0148  O21 0.957
39 H 22.9599 -17.2284 11.5867  O21 0.957
40 C 18.5790 -19.9790 10.8192  C3 1.587, C29 1.506, N63 1.506, C100 1.657
41 O 20.5930 -23.1327 8.6377  H17 0.957, H77 0.957
42 H 15.2587 -19.0487 11.4058  C81 1.090
43 H 19.0016 -14.8318 7.4522  O64 0.957
44 O 13.3482 -23.8603 9.0488  H37 0.957, H73 0.957
45 H 19.5759 -15.6936 11.8360  O67 0.957
46 H 18.2531 -17.7923 5.5187  O60 0.957
47 H 18.0968 -18.7457 6.6842  O60 0.957
48 H 19.6496 -20.2295 12.8651  C100 1.090
49 H 17.1284 -18.6755 12.8934  C62 1.090
50 H 13.2570 -25.6798 11.4684  O98 0.957
51 H 14.3063 -19.1524 7.2142  O35 0.957
52 H 15.5468 -25.3788 14.3898  O1 0.957
53 H 20.8955 -16.1439 11.2462  O67 0.957
54 H 15.0111 -22.1939 15.9240  O74 0.957
55 H 15.4240 -24.1117 7.9340  O75 0.957
56 O 18.4243 -20.6558 6.7640  H25 0.957, H79 0.957
57 H 20.1146 -20.4222 9.3378  C29 1.090
58 H 17.7470 -19.6049 14.4090  C62 1.090
59 H 15.5669 -25.7807 11.6923  O82 0.957
60 O 18.1802 -17.8159 6.4728  H46 0.957, H47 0.957
61 H 14.2166 -19.3321 13.8486  O95 0.957
62 C 17.5663 -19.5709 13.3346  H49 1.090, H58 1.090, C69 1.538, C100 1.573
63 N 17.5547 -21.0786 10.7199  C9 1.504, O15 1.474, C40 1.506
64 O 19.4091 -15.6671 7.6814  H30 0.957, H43 0.957
65 O 19.0608 -16.2521 13.5298  H27 0.957, H66 0.957
66 H 19.9038 -16.4240 13.9493  O65 0.957
67 O 20.1912 -15.5067 11.1270  H45 0.957, H53 0.957
68 H 17.2633 -18.2701 10.4482  C3 1.090
69 C 16.5571 -20.6535 12.9178  H5 1.090, C9 1.578, C62 1.538, H96 1.090
70 H 13.3121 -20.1742 6.7048  O35 0.957
71 H 13.6793 -24.3785 10.8201  O98 0.957
72 H 18.4180 -18.6584 9.0321  C3 1.090
73 H 12.4907 -23.6966 8.6561  O44 0.957
74 O 14.6455 -22.5120 15.0985  H33 0.957, H54 0.957
75 O 15.7486 -25.0121 7.9342  H12 0.957, H55 0.957
76 H 19.2853 -18.6487 12.3830  C100 1.090
77 H 19.8178 -22.7705 8.2086  O41 0.957
78 H 14.2214 -20.4113 11.0459  C81 1.090
79 H 19.3582 -20.5690 6.5731  O56 0.957
80 O 18.2026 -23.6480 14.4515  H2 0.957, H34 0.957
81 C 15.2369 -20.0313 10.9345  C9 1.477, H18 1.090, H42 1.090, H78 1.090
82 O 16.0740 -26.3422 11.1060  H8 0.957, H59 0.957
83 H 18.3187 -15.4093 10.0954  O4 0.957
84 H 14.8626 -22.5778 12.2317  C91 1.090
85 H 18.0645 -22.4541 6.4780  O19 0.957
86 O 19.0314 -23.5411 11.0950  H22 0.957, H90 0.957
87 H 13.5187 -17.6820 9.4342  O11 0.957
88 O 15.2773 -22.3469 7.6704  H7 0.957, H16 0.957
89 H 20.8260 -19.8907 10.7658  C29 1.090
90 H 18.8791 -23.0827 11.9214  O86 0.957
91 C 15.5734 -22.4098 11.4227  C9 1.537, H84 1.090, H93 1.090, H97 1.090
92 O 23.1361 -19.9170 8.0715  H13 0.957, H99 0.957
93 H 15.1257 -22.7610 10.4930  C91 1.090
94 H 16.0043 -16.7096 14.2630  O20 0.957
95 O 13.4944 -18.8673 13.4259  H23 0.957, H61 0.957
96 H 16.8630 -21.6236 13.3096  C69 1.090
97 H 16.2458 -23.2132 11.7238  C91 1.090
98 O 13.6703 -24.8379 11.6598  H50 0.957, H71 0.957
99 H 23.8828 -20.4080 7.7286  O92 0.957
100 C 18.8444 -19.6449 12.4201  C40 1.657, H48 1.090, C62 1.573, H76 1.090
101 H 14.8944 -17.1978 9.0280  O11 0.957

For the relative energy (zero: lowest compared OMol25 entry of this formula, charge and spin), the calculation gives 2.9220 eV. As for the frontier orbital gap: 5.585 eV. The net charge is -1. As for the multiplicity: 1.